This record from the OMol25 dataset describes C5H5LiO6 as an isolated structure. The level of theory is ωB97M-V/def2-TZVPD.

Values from the calculation:
Multiplicity   2
Total charge   +1
HOMO level (spin up / spin down)   -0.553 / -0.549 Ha
Largest force on an atom   3.92 eV Å⁻¹
Gap between HOMO and LUMO (spin up / spin down)   8.76 / 5.96 eV
⟨S²⟩   0.78

Structure (XYZ):
```
17
Properties=species:S:1:pos:R:3:nbo_charge:R:1
C 2.38124 -0.79928 -1.84844 0.372
C 1.97344 0.68746 -2.02065 0.180
O 2.22998 1.54358 -1.14671 -0.590
O 3.47060 -1.17177 -2.16735 -0.357
H 1.52213 -1.47337 -1.65227 0.142
H 2.28512 0.96147 -3.05437 0.227
C -0.45087 0.96828 -0.24041 0.505
C -0.86148 -0.10734 0.79330 -0.135
O -2.17088 -0.46027 0.37543 -0.449
C -2.60636 0.35453 -0.58237 0.954
O -1.62846 1.23000 -0.93530 -0.461
O -3.70356 0.36152 -1.04373 -0.483
O 0.17467 1.98430 0.18947 -0.599
H -0.88799 0.28564 1.81580 0.251
H -0.20124 -0.97857 0.73484 0.222
Li 1.69100 2.63000 0.00710 0.966
H 0.55376 0.47366 -1.25018 0.255
```



This record from the OMol25 dataset describes a 2-piece molecular cluster, C5H5N overall. The level of theory is ωB97M-V/def2-TZVPD.

Values from the calculation:
HOMO level (spin up / spin down)   -0.333 / -0.348 Ha
Largest force on an atom   4.72 eV Å⁻¹
Gap between HOMO and LUMO (spin up / spin down)   8.54 / 8.61 eV
Energy above the lowest of the compared OMol25 structures with the same formula, charge and spin   6.668 eV

Structure (XYZ):
```
11
Properties=species:S:1:pos:R:3:nbo_charge:R:1
C -1.92766 -0.38240 -0.64799 0.136
C 1.81327 -1.46549 -0.13252 -0.516
C -1.10089 1.66940 0.69602 -0.385
C 1.08293 -0.30318 -0.13756 -0.086
C -1.33284 0.71383 -0.17580 0.049
N -2.46307 -1.30964 -0.99223 -0.246
H 1.53416 -2.46917 -0.46700 0.223
H 2.92247 -1.44148 -0.03581 0.218
H -0.06001 2.03951 0.70610 0.224
H -1.91021 2.25423 1.01176 0.224
H 1.44187 0.69441 0.17503 0.159
```



This record from the OMol25 dataset describes C5H5N as an isolated structure. The level of theory is ωB97M-V/def2-TZVPD.

Values from the calculation:
HOMO level (spin up / spin down)   -0.280 / -0.280 Ha
Largest force on an atom   0.84 eV Å⁻¹
Gap between HOMO and LUMO (spin up / spin down)   7.12 / 7.12 eV
Energy above the lowest of the compared OMol25 structures with the same formula, charge and spin   4.597 eV

Structure (XYZ):
```
11
Properties=species:S:1:pos:R:3:nbo_charge:R:1
C -0.29156 1.16485 0.06292 -0.124
C -1.33649 0.36906 0.33911 -0.396
C -0.75926 -0.91244 -0.12550 0.383
N 0.18581 -1.50781 0.63979 -0.535
C 1.22362 -0.78724 0.23753 0.087
C 0.88638 0.41330 -0.44568 -0.502
H -0.24902 2.24926 0.21572 0.224
H -2.35456 0.56331 0.64326 0.241
H -1.15560 -1.42257 -1.01414 0.202
H 2.24835 -1.06741 0.51163 0.199
H 1.60231 0.93769 -1.06465 0.222
```



This record from the OMol25 dataset describes one molecule with the formula C5H5N. The level of theory is ωB97M-V/def2-TZVPD.

Values from the calculation:
HOMO level   -0.368 Ha
SMILES string   CC#CCC#N
Largest force on an atom   1.08 eV Å⁻¹
Gap between HOMO and LUMO   10.69 eV
Energy above the lowest of the compared OMol25 structures with the same formula, charge and spin   3.018 eV

Structure (XYZ):
```
11
Properties=species:S:1:pos:R:3:nbo_charge:R:1
C -2.04315 0.13677 -0.81091 -0.678
C -0.87449 -0.73735 -0.78347 0.057
C 0.25922 -0.92804 -0.41775 -0.028
C 1.27162 -0.28117 0.43484 -0.558
C 2.43711 0.25276 -0.27451 0.287
N 3.32306 0.74943 -0.82546 -0.309
H -2.26456 0.53494 -1.80087 0.241
H -1.69704 0.97447 -0.18482 0.229
H -2.93570 -0.28519 -0.34738 0.237
H 0.72965 0.59639 0.82251 0.254
H 1.56970 -0.87899 1.29859 0.266
```